{
  "formula": "C5H8O",
  "method": "ωB97M-V/def2-TZVPD",
  "de_lowest_kj_mol": 222.1,
  "e_tot_ev": -7359.9529,
  "lumo_energy_ha": 0.04168,
  "mol_weight_g_mol": 84.12,
  "orbital_gap_ev": 10.91,
  "e_homo_ha": -0.3593,
  "smiles": "C[C@H]1C[C@H]2O[C@@H]12",
  "elements": ["C", "C", "C", "C", "O", "C", "H", "H", "H", "H", "H", "H", "H", "H"],
  "coordinates": [[-0.86881, 0.21194, -1.57729], [0.17686, 0.02973, -0.49218], [0.25605, 0.95664, 0.75829], [0.64546, -0.28707, 1.56486], [-0.54752, -1.05872, 1.59578], [0.29927, -1.17610, 0.45395], [-1.89933, 0.20499, -1.20976], [-0.76688, -0.56644, -2.34278], [-0.69073, 1.17371, -2.07404], [1.16106, 0.09567, -0.97447], [-0.71652, 1.31317, 1.11056], [0.95808, 1.78866, 0.67924], [1.39569, -0.41500, 2.33981], [0.62939, -2.18679, 0.23158]],
  "atomic_forces_ev_per_a": [[-0.059, -0.028, 0.014], [0.035, 0.045, -0.170], [0.017, 0.156, 0.023], [0.195, 0.143, 0.231], [-0.226, -0.076, -0.024], [0.202, -0.212, -0.296], [0.164, -0.042, 0.071], [-0.065, 0.080, 0.136], [-0.122, -0.128, 0.068], [-0.069, -0.060, 0.075], [0.162, 0.080, -0.108], [0.007, -0.176, 0.037], [-0.293, 0.017, -0.008], [0.053, 0.199, -0.049]]
}

{
  "formula": "C5H8O",
  "method": "ωB97M-V/def2-TZVPD",
  "de_lowest_kj_mol": 206.6,
  "e_tot_ev": -7360.1144,
  "lumo_energy_ha": 0.03003,
  "mol_weight_g_mol": 84.12,
  "orbital_gap_ev": 9.63,
  "e_homo_ha": -0.3237,
  "smiles": "C=C/C=C\\CO",
  "elements": ["O", "C", "C", "C", "C", "C", "H", "H", "H", "H", "H", "H", "H", "H"],
  "coordinates": [[0.36268, 1.51199, -2.25274], [0.31516, 0.80197, -1.04164], [-0.23974, -0.57938, -1.02266], [-0.45667, -1.26085, 0.11082], [-0.39211, -0.76491, 1.49745], [-0.08477, 0.44717, 1.98341], [0.63262, 0.93160, -2.97265], [-0.17881, 1.49285, -0.35162], [1.30598, 0.45621, -0.67910], [-0.14067, -1.10185, -1.97298], [-0.63000, -2.32736, 0.01258], [-0.59515, -1.53294, 2.24378], [0.15374, 1.31906, 1.38789], [-0.05226, 0.60642, 3.05746]],
  "atomic_forces_ev_per_a": [[-0.050, -0.296, -0.387], [0.219, -0.236, 0.427], [-0.176, -0.137, 0.045], [-0.067, 0.074, -0.190], [0.017, 0.082, 0.073], [0.034, -0.132, -0.035], [0.030, -0.003, 0.061], [0.270, -0.370, -0.127], [0.340, 1.387, 0.091], [-0.408, -0.152, 0.074], [-0.124, 0.062, 0.061], [-0.006, 0.083, -0.129], [0.000, -0.243, 0.150], [-0.079, -0.117, -0.115]]
}

{
  "formula": "C5H8O",
  "method": "ωB97M-V/def2-TZVPD",
  "de_lowest_kj_mol": 443.3,
  "e_tot_ev": -7357.6608,
  "lumo_energy_ha": 0.02835,
  "mol_weight_g_mol": 84.12,
  "orbital_gap_ev": 9.03,
  "e_homo_ha": -0.3036,
  "elements": ["O", "C", "C", "C", "C", "C", "H", "H", "H", "H", "H", "H", "H", "H"],
  "coordinates": [[1.47492, 0.55640, 1.51937], [0.48829, 0.30873, 0.57303], [0.55845, 0.83581, -0.83930], [-0.95800, 0.92307, -0.61459], [-1.30205, -0.57956, -0.47147], [-0.17172, -1.06572, 0.48630], [2.18283, 1.07173, 1.10751], [1.05214, 1.80939, -0.93694], [0.91679, 0.12121, -1.58930], [-0.48230, 0.96544, 0.87739], [-2.31260, -0.76051, -0.08673], [-1.22947, -1.04392, -1.46738], [-0.57380, -1.39545, 1.45069], [0.49960, -1.84880, 0.10653]],
  "atomic_forces_ev_per_a": [[0.125, 0.149, -0.274], [-0.290, -0.030, -0.107], [0.013, 0.035, 0.016], [0.243, -0.367, -0.182], [-0.048, 0.015, 0.049], [0.035, 0.087, 0.025], [-0.203, -0.157, 0.135], [-0.140, -0.208, 0.047], [-0.114, 0.097, 0.181], [0.173, -0.165, 0.176], [0.276, 0.081, -0.090], [-0.009, 0.150, 0.169], [0.073, 0.096, -0.197], [-0.134, 0.217, 0.052]]
}

{
  "formula": "C5H8O",
  "method": "ωB97M-V/def2-TZVPD",
  "de_lowest_kj_mol": 187.3,
  "e_tot_ev": -7360.3139,
  "lumo_energy_ha": 0.04133,
  "mol_weight_g_mol": 84.12,
  "orbital_gap_ev": 10.74,
  "e_homo_ha": -0.3533,
  "smiles": "O[C@@H]1C[C@H]2C[C@H]21",
  "elements": ["O", "C", "C", "C", "C", "C", "H", "H", "H", "H", "H", "H", "H", "H"],
  "coordinates": [[-0.82334, -1.89452, 0.93267], [0.15697, -0.95176, 0.55876], [-0.05297, 0.47673, 1.14750], [-0.35550, 0.99167, -0.26314], [0.83793, 0.76239, -1.13445], [-0.07361, -0.38781, -0.84088], [1.12803, -1.41952, 0.75708], [-0.90486, 0.48806, 1.83208], [0.81025, 0.94345, 1.63831], [-1.14055, 1.69306, -0.53036], [0.77142, 1.14830, -2.14872], [1.84071, 0.79494, -0.70837], [-1.60887, -1.71400, 0.39149], [-0.58561, -0.93099, -1.63197]],
  "atomic_forces_ev_per_a": [[-0.384, 0.080, -0.208], [0.344, 0.112, -0.084], [0.010, 0.022, 0.127], [-0.174, 0.244, 0.031], [0.156, 0.072, -0.057], [-0.060, -0.272, -0.167], [-0.124, 0.072, -0.065], [0.082, -0.033, -0.133], [-0.144, -0.089, -0.066], [0.165, -0.116, 0.019], [-0.006, -0.051, 0.179], [-0.173, -0.030, -0.019], [0.216, -0.104, 0.343], [0.091, 0.093, 0.099]]
}

{
  "formula": "C5H8O",
  "method": "ωB97M-V/def2-TZVPD",
  "de_lowest_kj_mol": 228.8,
  "e_tot_ev": -7359.8835,
  "lumo_energy_ha": 0.03627,
  "mol_weight_g_mol": 84.12,
  "orbital_gap_ev": 10.88,
  "e_homo_ha": -0.3636,
  "smiles": "C#CCCCO",
  "elements": ["C", "C", "C", "C", "C", "H", "H", "H", "H", "H", "H", "H", "H", "O"],
  "coordinates": [[-1.12027, -0.41237, 0.30761], [-0.49030, 0.87723, -0.33138], [0.91233, 1.13446, 0.20149], [1.74358, -0.06936, 0.01262], [2.40332, -1.06608, -0.11097], [-2.60464, -0.83380, -0.93879], [-0.56561, -1.34902, -0.00135], [-1.02505, -0.35289, 1.42659], [-1.21986, 1.69399, -0.14001], [-0.45565, 0.76952, -1.46144], [1.39383, 1.96232, -0.35150], [0.84998, 1.39001, 1.23302], [3.11660, -1.84334, -0.27183], [-2.52270, -0.52751, 0.00363]],
  "atomic_forces_ev_per_a": [[0.443, -0.131, -0.023], [-1.294, -0.827, -0.930], [0.207, -0.254, -1.372], [0.170, 0.015, 0.303], [0.226, 0.385, -0.151], [0.154, 0.480, 1.429], [-0.534, 1.064, 0.227], [-0.251, 0.021, -0.982], [0.709, -0.275, 0.084], [-0.025, -0.039, 1.217], [-0.255, -0.240, 0.368], [0.164, 0.235, 0.928], [-0.262, -0.047, 0.074], [0.547, -0.388, -1.172]]
}

{
  "formula": "C5H8O",
  "method": "ωB97M-V/def2-TZVPD",
  "de_lowest_kj_mol": 404.1,
  "e_tot_ev": -7358.0670,
  "lumo_energy_ha": 0.01838,
  "mol_weight_g_mol": 84.12,
  "orbital_gap_ev": 9.18,
  "e_homo_ha": -0.3190,
  "smiles": "C=C=C(C)OC",
  "elements": ["C", "O", "C", "C", "C", "C", "H", "H", "H", "H", "H", "H", "H", "H"],
  "coordinates": [[-0.58553, -1.14715, 1.15060], [0.16408, 0.01234, 0.85437], [2.24113, -0.02446, -0.37118], [1.24379, 0.51520, -1.04611], [0.06347, 0.55475, -0.46291], [-1.24110, 1.14141, -0.87677], [-0.22888, -1.60603, 2.08994], [-1.63635, -0.88402, 1.28806], [-0.50323, -1.90979, 0.35859], [2.81377, 0.58429, 0.33081], [2.37143, -1.10367, -0.40293], [-1.51929, 1.91530, -0.15527], [-1.18121, 1.59312, -1.87194], [-2.00209, 0.35871, -0.88527]],
  "atomic_forces_ev_per_a": [[-0.430, -0.205, -0.072], [-0.694, 0.267, 0.446], [0.953, 0.077, -0.627], [-0.375, -0.404, 1.123], [0.011, 0.119, -0.363], [0.055, -0.097, 0.130], [0.050, 0.486, -0.403], [-0.165, -0.201, -0.013], [0.013, 0.221, 0.074], [0.279, -0.263, -0.298], [0.594, 0.109, -0.135], [-0.169, -0.094, -0.074], [0.076, -0.180, 0.220], [-0.199, 0.164, -0.007]]
}

{
  "formula": "C5H8O",
  "method": "ωB97M-V/def2-TZVPD",
  "de_lowest_kj_mol": 189.1,
  "e_tot_ev": -7360.2953,
  "lumo_energy_ha": 0.03848,
  "mol_weight_g_mol": 84.12,
  "orbital_gap_ev": 11.04,
  "e_homo_ha": -0.3672,
  "smiles": "O[C@H]1C[C@H]2C[C@H]21",
  "elements": ["O", "C", "C", "C", "C", "C", "H", "H", "H", "H", "H", "H", "H", "H"],
  "coordinates": [[1.44783, 0.66699, 1.40790], [0.29702, 0.88514, 0.63067], [0.42040, 0.79640, -0.92390], [-0.68503, -0.24698, -0.90621], [-0.32963, -1.40994, 0.00046], [-0.84550, -0.15097, 0.59656], [1.79904, -0.20889, 1.20352], [-0.07264, 1.86174, 0.94556], [1.39132, 0.46997, -1.31640], [0.13121, 1.72819, -1.42070], [-1.50779, -0.31614, -1.61247], [0.68162, -1.66700, 0.28028], [-0.99419, -2.26631, -0.09905], [-1.73368, -0.14220, 1.21379]],
  "atomic_forces_ev_per_a": [[-0.014, -0.282, 0.073], [-0.272, 0.299, -0.064], [0.040, -0.014, -0.026], [-0.079, -0.229, -0.060], [-0.223, 0.042, -0.343], [0.005, 0.126, 0.502], [-0.027, 0.143, 0.047], [0.002, -0.064, -0.074], [-0.152, 0.027, 0.102], [0.090, -0.136, 0.133], [0.287, -0.145, 0.034], [0.302, -0.212, -0.541], [0.057, 0.261, 0.308], [-0.016, 0.185, -0.089]]
}

{
  "formula": "C5H8O",
  "method": "ωB97M-V/def2-TZVPD",
  "de_lowest_kj_mol": 222.9,
  "e_tot_ev": -7359.9455,
  "lumo_energy_ha": 0.04272,
  "mol_weight_g_mol": 84.12,
  "orbital_gap_ev": 10.03,
  "e_homo_ha": -0.3259,
  "smiles": "C1C[C@@H]2C[C@@H]2O1",
  "elements": ["C", "C", "C", "C", "O", "C", "H", "H", "H", "H", "H", "H", "H", "H"],
  "coordinates": [[-0.79678, -1.51149, -0.00954], [-0.13430, -0.43204, 0.75011], [1.15531, 0.16045, 0.16626], [0.62560, 1.35296, -0.62218], [-0.76968, 0.94539, -1.01048], [-1.27547, 0.09000, -0.01381], [-0.45601, -1.79810, -0.99603], [-1.04721, -2.40668, 0.59544], [-0.29436, -0.47117, 1.82090], [1.63059, -0.56115, -0.50995], [1.83380, 0.37295, 0.99376], [1.14116, 1.57555, -1.56432], [0.62359, 2.26749, -0.00278], [-2.23626, 0.41585, 0.40262]],
  "atomic_forces_ev_per_a": [[-0.524, 0.550, -0.418], [0.732, 0.178, 0.397], [-0.317, -0.226, 0.221], [-0.981, -0.214, -0.228], [0.947, -0.154, 0.174], [0.091, -0.965, 0.257], [0.485, 0.236, 0.062], [-1.004, 0.972, -0.473], [0.465, -0.141, 0.080], [-0.078, 0.126, 0.262], [0.163, 0.395, -0.316], [-0.124, -0.178, 0.285], [-0.386, -0.297, -0.244], [0.532, -0.281, -0.059]]
}

{
  "formula": "C5H8O",
  "method": "ωB97M-V/def2-TZVPD",
  "de_lowest_kj_mol": 190.1,
  "e_tot_ev": -7360.2849,
  "lumo_energy_ha": 0.04039,
  "mol_weight_g_mol": 84.12,
  "orbital_gap_ev": 10.71,
  "e_homo_ha": -0.3531,
  "smiles": "C[C@]12CC[C@H]1O2",
  "elements": ["C", "C", "C", "C", "C", "O", "H", "H", "H", "H", "H", "H", "H", "H"],
  "coordinates": [[-1.82449, 0.47255, 0.26623], [-0.47577, -0.05649, -0.11426], [0.57531, -0.71494, 0.78720], [1.67744, -0.18446, -0.18108], [0.56268, 0.43465, -1.02443], [-0.30112, -0.63360, -1.40891], [-1.73909, 1.42963, 0.79050], [-2.34591, -0.23107, 0.92369], [-2.43150, 0.61836, -0.63063], [0.63621, -0.26402, 1.78247], [0.47525, -1.80048, 0.87754], [2.33174, 0.55246, 0.29331], [2.27826, -0.93702, -0.69978], [0.58099, 1.31443, -1.66185]],
  "atomic_forces_ev_per_a": [[-0.008, -0.024, -0.035], [-0.202, 0.088, 0.273], [-0.040, -0.086, 0.115], [0.133, 0.000, -0.023], [0.193, 0.280, -0.104], [-0.066, -0.162, -0.098], [0.005, -0.147, -0.015], [0.061, 0.063, -0.103], [0.090, 0.026, 0.098], [-0.015, -0.052, -0.152], [0.012, 0.148, 0.001], [-0.101, -0.092, -0.092], [-0.082, 0.126, 0.068], [0.020, -0.167, 0.068]]
}

{
  "formula": "C5H8O",
  "method": "ωB97M-V/def2-TZVPD",
  "de_lowest_kj_mol": 126.2,
  "e_tot_ev": -7360.9477,
  "lumo_energy_ha": 0.03203,
  "mol_weight_g_mol": 84.12,
  "orbital_gap_ev": 9.28,
  "e_homo_ha": -0.3089,
  "smiles": "C=C/C(O)=C/C",
  "elements": ["C", "C", "C", "O", "C", "C", "H", "H", "H", "H", "H", "H", "H", "H"],
  "coordinates": [[-1.71506, 1.61725, -0.20560], [-1.04755, 0.28538, -0.20364], [0.25756, 0.09116, -0.06276], [1.11136, 1.17766, -0.02451], [0.94278, -1.21573, -0.03518], [0.47302, -2.31121, 0.53948], [-2.47532, 1.68469, -0.98374], [-1.00590, 2.43205, -0.34494], [-2.24447, 1.80522, 0.73662], [-1.64074, -0.60949, -0.33450], [1.93744, 0.89394, 0.39812], [1.90678, -1.20669, -0.53979], [-0.46422, -2.32189, 1.06945], [1.01993, -3.23969, 0.50078]],
  "atomic_forces_ev_per_a": [[-0.249, 0.268, 0.108], [-0.012, -0.238, 0.031], [0.322, 0.091, -0.105], [0.321, -0.203, 0.332], [-0.164, 0.408, -0.127], [0.168, -0.151, -0.003], [0.040, -0.034, -0.112], [0.022, -0.081, -0.009], [0.099, -0.082, -0.024], [-0.129, 0.025, 0.023], [-0.309, 0.216, -0.209], [0.002, -0.201, 0.038], [-0.195, 0.086, 0.087], [0.083, -0.105, -0.031]]
}